Entry 1:
DFT (the ωB97M-V functional and the def2-TZVPD basis) results for a 14-piece molecular cluster, CH27O16 overall.

Values from the calculation:
- charge = -1
- energy relative to the best compared isomer or geometry (same formula, charge and spin) (kcal/mol) = 0.00

Positions of all 44 atoms, in Å:
C 17.05 21.58 2.37
O 17.46 21.92 1.29
O 16.71 22.52 3.26
O 16.92 20.40 2.74
H 17.06 23.38 3.06
O 20.17 20.83 2.76
H 19.87 20.43 1.98
H 19.45 20.69 3.38
O 18.22 18.30 2.19
H 17.60 18.99 2.22
H 18.74 18.40 1.38
O 17.49 25.12 2.46
H 17.56 25.44 1.56
H 18.30 24.70 2.64
O 18.01 23.69 5.78
H 18.67 23.98 5.13
H 17.39 24.39 5.77
O 19.20 23.00 -0.15
H 20.00 23.07 0.38
H 18.56 22.50 0.38
O 15.17 21.42 5.38
H 15.68 21.88 4.73
H 14.93 22.16 5.95
O 15.38 23.77 0.93
H 15.83 22.92 1.06
H 14.44 23.52 0.90
O 14.42 20.34 2.07
H 15.32 20.37 2.38
H 13.93 21.06 2.51
O 16.12 25.59 5.03
H 15.43 25.05 4.67
H 16.69 25.89 4.31
O 16.59 19.83 0.06
H 16.90 20.39 0.84
H 16.28 19.02 0.47
O 19.63 23.50 3.38
H 20.42 23.73 2.90
H 19.57 22.55 3.21
O 14.18 24.62 3.49
H 14.78 24.55 2.74
H 13.91 23.65 3.57
O 18.49 21.00 4.83
H 17.74 20.71 4.28
H 18.34 21.92 4.98


Entry 2:
DFT (the ωB97M-V functional and the def2-TZVPD basis) results for CH2AgLiO as an isolated structure.

Values from the calculation:
- charge = +1
- 2S+1 = 2
- energy relative to the best compared isomer or geometry (same formula, charge and spin) (kcal/mol) = 13.11

Positions of all 6 atoms, in Å:
H 1.06 -1.14 -0.92
O -0.45 0.64 -0.07
C -0.03 -0.16 0.87
Li -0.39 1.62 1.55
Ag 0.14 0.25 -2.06
H -0.33 -1.21 0.64


Entry 3:
DFT (the ωB97M-V functional and the def2-TZVPD basis) results for CH2AlFLiO as an isolated structure.

Values from the calculation:
- charge = +2
- 2S+1 = 2
- electronic energy (hartree) = -463.5552

Positions of all 7 atoms, in Å:
C 0.26 -0.35 0.52
O -1.17 0.78 -0.29
Al -1.54 -0.94 -0.62
Li 0.15 1.31 -1.57
F 1.25 0.39 -0.28
H 0.86 -1.26 0.70
H 0.19 0.06 1.54


Entry 4:
DFT (the ωB97M-V functional and the def2-TZVPD basis) results for a 2-piece molecular cluster, CH2Br2O overall.

Values from the calculation:
- SMILES string = O=CBr.Br
- charge = 0
- energy relative to the best compared isomer or geometry (same formula, charge and spin) (kcal/mol) = 7.01

Positions of all 6 atoms, in Å:
O -0.61 0.63 -0.70
C -1.72 0.43 -0.42
Br -2.37 -1.13 0.35
H -2.62 1.25 -0.63
Br 3.30 -1.02 0.19
H 4.03 -0.17 1.21


Entry 5:
DFT (the ωB97M-V functional and the def2-TZVPD basis) results for a 2-piece molecular cluster, CH2Br2O3 overall.

Values from the calculation:
- SMILES string = O=C(O)O.BrBr
- charge = 0
- energy relative to the best compared isomer or geometry (same formula, charge and spin) (kcal/mol) = 2.35

Positions of all 8 atoms, in Å:
O -0.68 1.19 -1.12
C -0.86 0.44 -0.22
O -1.32 -0.82 -0.35
O -0.68 0.75 1.06
H -1.50 -1.03 -1.27
H -0.90 0.00 1.63
Br 1.94 0.16 0.38
Br 4.01 -0.70 -0.11


Entry 6:
DFT (the ωB97M-V functional and the def2-TZVPD basis) results for CH2BrClKNO2PSi as an isolated structure.

Values from the calculation:
- charge = +1
- electronic energy (hartree) = -4509.2478

Positions of all 11 atoms, in Å:
N 1.77 2.02 -0.16
C 1.77 0.77 -0.55
O 1.51 -0.64 -0.93
Si 0.46 -1.36 0.28
Cl 0.98 -0.53 2.19
P -1.64 -0.90 -0.15
O -2.07 0.37 0.99
Br -1.88 0.01 -2.24
H 0.61 -2.81 0.33
H -1.32 1.06 0.95
K -0.17 2.01 -0.72


Entry 7:
DFT (the ωB97M-V functional and the def2-TZVPD basis) results for a 3-piece molecular cluster, CH2BrNO4 overall.

Values from the calculation:
- SMILES string = O=C=O.O=NO.Br
- charge = 0
- energy relative to the best compared isomer or geometry (same formula, charge and spin) (kcal/mol) = 10.87

Positions of all 9 atoms, in Å:
O 0.94 1.25 3.02
C -0.04 1.13 2.54
O -1.10 1.01 2.12
O -1.10 -2.74 0.39
N -0.58 -1.75 0.00
O -1.24 -0.99 -0.98
H -0.77 -0.17 -0.97
Br 1.74 1.51 -2.55
H 2.15 0.74 -3.57


Entry 8:
DFT (the ωB97M-V functional and the def2-TZVPD basis) results for one molecule with the formula CH2Cl2.

Values from the calculation:
- SMILES string = ClCCl
- charge = 0
- energy relative to the best compared isomer or geometry (same formula, charge and spin) (kcal/mol) = 4.50

Positions of all 5 atoms, in Å:
Cl 8.40 22.49 -0.85
C 7.59 23.93 -0.13
Cl 7.91 23.92 1.55
H 7.86 24.83 -0.68
H 6.51 23.93 -0.28


Entry 9:
DFT (the ωB97M-V functional and the def2-TZVPD basis) results for one molecule with the formula CH2Cl2.

Values from the calculation:
- SMILES string = ClCCl
- charge = 0
- energy relative to the best compared isomer or geometry (same formula, charge and spin) (kcal/mol) = 2.75

Positions of all 5 atoms, in Å:
Cl -0.83 -1.43 -0.44
C 0.13 0.01 0.07
Cl -0.57 1.50 -0.57
H 0.10 -0.09 1.16
H 1.18 0.01 -0.22


Entry 10:
DFT (the ωB97M-V functional and the def2-TZVPD basis) results for CH2Cl2F18P3V as an isolated structure.

Values from the calculation:
- charge = -1
- 2S+1 = 4
- energy relative to the best compared isomer or geometry (same formula, charge and spin) (kcal/mol) = 11.71

Positions of all 27 atoms, in Å:
V -32.41 -29.24 -16.50
P -30.05 -29.17 -14.76
F -30.18 -29.42 -16.38
F -28.85 -30.21 -14.65
F -29.10 -27.94 -14.96
F -30.12 -29.06 -13.16
F -31.37 -28.15 -14.88
F -31.24 -30.30 -14.71
P -33.23 -32.25 -17.06
F -32.86 -33.38 -18.14
F -34.55 -33.08 -16.69
F -32.34 -32.85 -15.90
F -33.72 -30.99 -16.11
F -31.96 -31.26 -17.49
F -34.06 -31.51 -18.24
P -33.95 -27.55 -18.21
F -34.38 -28.91 -17.36
F -35.40 -26.93 -17.84
F -33.33 -27.02 -16.81
F -33.57 -26.19 -18.93
F -32.50 -28.23 -18.53
F -34.52 -28.22 -19.55
C -33.77 -28.98 -12.45
Cl -34.04 -28.78 -14.19
Cl -34.09 -27.45 -11.59
H -34.46 -29.74 -12.07
H -32.76 -29.33 -12.27


Entry 11:
DFT (the ωB97M-V functional and the def2-TZVPD basis) results for a 2-piece molecular cluster, CH2Cl2FPS overall.

Values from the calculation:
- charge = 0
- energy relative to the best compared isomer or geometry (same formula, charge and spin) (kcal/mol) = 83.28

Positions of all 8 atoms, in Å:
C 0.35 -0.41 0.75
F -0.65 -0.31 1.77
P 0.09 0.64 -0.76
S -2.60 1.98 0.04
Cl -0.93 -0.56 -1.95
Cl 2.06 -0.01 -1.31
H 1.25 0.08 1.11
H 0.44 -1.42 0.36


Entry 12:
DFT (the ωB97M-V functional and the def2-TZVPD basis) results for a 2-piece molecular cluster, CH2Cl2N2O2 overall.

Values from the calculation:
- charge = 0
- energy relative to the best compared isomer or geometry (same formula, charge and spin) (kcal/mol) = 51.25

Positions of all 9 atoms, in Å:
C 0.96 0.00 -0.28
N -0.67 1.08 -0.62
N 0.28 -0.85 0.62
O 0.30 -0.56 1.78
O -0.48 -1.69 0.09
Cl -1.71 0.03 -1.30
Cl -1.13 1.63 0.91
H 1.46 0.83 0.10
H 1.00 -0.47 -1.30


Number 1: strongest force on any atom 0.062 Eh/bohr. Number 2: strongest force on any atom 0.033 Eh/bohr. Number 3: strongest force on any atom 0.106 Eh/bohr. Number 4: strongest force on any atom 0.089 Eh/bohr. Number 5: strongest force on any atom 0.021 Eh/bohr. Number 6: strongest force on any atom 0.264 Eh/bohr. Number 7: strongest force on any atom 0.153 Eh/bohr. Number 8: strongest force on any atom 0.030 Eh/bohr. Number 9: strongest force on any atom 0.016 Eh/bohr. Number 10: strongest force on any atom 0.066 Eh/bohr. Number 11: strongest force on any atom 0.034 Eh/bohr. Number 12: strongest force on any atom 0.092 Eh/bohr.